Record 1
The following is a quantum chemistry calculation of C93H169F9N10O9P3S3 as an isolated structure in a non-equilibrium geometry, from the Open Molecules 2025 dataset.

Geometry (Å):
S 32.3934 15.7425 22.7361
S 22.2705 20.1469 23.9679
S 25.4844 8.6600 19.8668
P 18.9819 5.9329 30.5033
P 30.0360 14.3188 34.9920
P 18.2757 26.9405 24.4694
F 26.1659 8.1744 22.3496
F 20.5024 18.2697 24.0771
F 19.6945 20.2468 24.2588
F 20.3176 19.5056 22.3910
F 24.1318 7.7472 21.9806
F 31.6731 17.4644 24.5619
F 32.3960 18.3956 22.7262
F 33.8448 17.5012 24.0263
F 24.7829 9.8419 22.1056
O 25.7534 7.2843 19.5252
O 22.0762 21.3512 24.7733
O 22.9920 20.3357 22.6436
O 31.1525 15.8698 21.9971
O 33.6142 15.6823 21.8898
O 22.8981 18.9905 24.6927
O 26.6261 9.5546 19.7994
O 32.3539 14.8227 23.8369
O 24.1942 9.1754 19.4560
N 26.5977 23.5362 21.9212
N 25.4398 13.1530 19.0813
N 7.8000 19.1558 17.6128
N 25.7276 4.2474 16.8481
N 27.2779 14.0466 19.6593
N 35.5522 13.8861 21.2942
N 40.3096 18.6275 23.3861
N 25.3791 23.9025 20.1714
N 7.3595 21.0535 18.5570
N 30.3957 1.1809 12.5693
C 28.0052 4.0370 16.0367
C 13.7244 19.4181 26.4518
C 36.5185 15.2060 22.9153
C 14.7254 5.0315 28.6097
C 26.1197 23.0028 20.8203
C 27.7056 2.8768 15.3258
C 27.6957 12.5439 35.1162
C 7.9406 20.4639 17.5325
C 26.3487 2.4983 15.3624
C 27.8291 17.1816 32.7612
C 38.8742 16.7610 23.7629
C 19.4405 8.2865 29.1303
C 16.4646 30.5589 26.6505
C 24.3921 12.1403 19.0166
C 28.9373 18.0693 32.1818
C 26.4860 15.0952 19.1910
C 30.9892 17.5988 39.5534
C 17.8245 29.9899 27.1439
C 41.4877 19.4033 23.8746
C 20.1500 8.9681 34.0497
C 25.4611 3.1143 16.1726
C 22.3500 25.9740 25.2645
C 35.5149 14.3178 22.5278
C 18.5398 27.8265 20.2621
C 25.3422 14.4979 18.7311
C 18.9631 6.7088 32.1359
C 17.3455 5.6573 29.8487
C 28.2837 15.7942 33.2818
C 7.5146 22.4286 19.0703
C 31.8018 14.1521 32.8613
C 19.8218 6.7980 29.1386
C 30.0861 0.4939 13.6818
C 18.9411 1.1359 32.4969
C 25.9480 24.7407 22.1135
C 15.8705 5.1647 27.7223
C 29.3895 15.9556 34.3856
C 19.7039 4.2210 30.5272
C 39.1113 17.6513 21.5292
C 26.5942 12.8729 19.6230
C 31.3628 0.6377 11.6011
C 28.6273 14.2871 20.2968
C 19.8471 2.1184 31.9310
C 8.8151 22.5060 19.8819
C 17.4806 28.0541 25.6729
C 26.7748 11.8356 36.0862
C 37.4702 15.7193 22.0474
C 7.0127 18.8976 18.6950
C 36.4678 14.3452 20.4199
C 28.9426 13.0668 21.2194
C 28.6637 2.2729 14.4147
C 31.3778 14.6651 37.4906
C 18.9347 3.4569 31.5931
C 23.2327 23.3882 19.0579
C 24.7154 4.9049 17.6910
C 31.5353 14.4280 36.1264
C 16.3451 25.2073 24.9412
C 30.7129 13.4033 33.6774
C 18.4953 29.1451 26.0657
C 34.5368 13.0309 20.6694
C 25.2171 25.0080 21.0360
C 28.9526 2.9228 13.2372
C 27.5918 23.0283 22.8514
C 8.2843 18.1887 16.6129
C 6.8650 20.0303 19.3568
C 25.0631 8.6137 21.6834
C 19.3941 10.4334 27.7416
C 20.3003 6.6990 32.8476
C 25.6287 11.2599 35.2730
C 38.4425 16.7599 22.3864
C 13.7737 20.3474 25.3811
C 28.7207 13.4355 35.8357
C 21.0484 26.8802 25.2533
C 20.5568 19.4653 23.6433
C 31.7007 13.6654 31.4003
C 18.9113 27.5827 22.8915
C 27.0275 4.6629 16.7720
C 29.2614 1.0020 14.6545
C 24.7327 23.6949 18.8600
C 29.8557 2.3551 12.3396
C 17.3012 27.9927 19.4358
C 39.7424 17.7466 24.2324
C 19.7841 26.0415 25.1478
C 20.1640 7.4363 34.2212
C 18.0361 27.8828 21.7692
C 37.5005 15.1554 20.7194
C 30.4273 14.1736 30.6274
C 40.0652 18.5102 22.0538
C 19.8262 8.9463 27.8208
C 16.7878 25.9261 23.8375
C 32.5623 17.3861 23.5582
C 22.3364 25.0037 26.4573
C 17.2492 4.9002 28.4848
C 31.4274 17.9662 38.2557
H 28.0542 12.8020 21.8231
H 18.3646 8.3325 29.2997
H 27.2049 5.6377 17.2334
H 19.8572 9.3868 35.0137
H 30.5940 14.8301 38.1943
H 20.7215 5.7136 33.0294
H 22.3125 25.4188 24.2912
H 23.5309 12.5123 18.4963
H 34.0357 12.4988 21.4850
H 16.6314 28.4664 25.0188
H 21.2376 9.2142 33.9039
H 29.8306 13.3207 21.8357
H 17.9068 3.1523 31.2178
H 8.9146 18.6614 15.9304
H 24.7913 11.2553 18.5852
H 41.1496 20.1453 24.5336
H 17.0192 27.6633 26.5636
H 14.1777 5.9630 28.8251
H 24.4325 2.8085 16.2538
H 32.2801 15.2640 35.8568
H 31.1616 18.7839 39.5379
H 28.4159 18.7831 31.5756
H 8.9537 21.6935 20.6436
H 30.6368 -0.4242 13.8288
H 19.2033 7.1075 34.5844
H 18.1414 6.1449 32.6871
H 16.9622 6.6569 29.7216
H 19.5123 10.7829 26.7296
H 26.1785 25.4417 22.9516
H 22.7729 23.6523 18.1239
H 17.3052 27.1311 21.6654
H 23.0396 22.3719 19.2804
H 29.2073 12.9219 36.6789
H 25.0252 11.9711 34.7698
H 8.6580 20.9028 16.7982
H 17.1451 25.1965 23.1583
H 28.3678 11.8346 34.6138
H 32.4113 14.7594 38.0240
H 27.4452 15.2697 33.5875
H 21.0198 7.1662 32.2145
H 19.5764 6.1131 28.2793
H 6.6257 22.7185 19.6570
H 14.7001 20.3728 24.7083
H 41.9120 19.9300 23.0102
H 42.0819 18.6938 24.4098
H 19.6927 3.8062 29.5116
H 29.0791 16.4945 35.3164
H 27.1968 23.0768 23.8420
H 22.8743 23.9607 19.9008
H 18.6551 7.7341 31.8326
H 38.2433 15.2606 19.9690
H 19.9872 8.7802 29.9538
H 16.7235 24.1996 25.1540
H 31.9720 1.4860 11.2264
H 19.9336 25.1896 24.4107
H 31.6428 12.5700 31.4269
H 30.8371 18.2721 37.4024
H 19.0183 26.8605 20.1662
H 28.5060 3.8328 12.9633
H 28.5454 15.1571 20.8332
H 17.3061 27.6044 18.4295
H 40.7492 19.0817 21.5074
H 19.6238 26.7675 22.8800
H 29.4852 18.5588 33.0024
H 16.4256 27.4719 19.8442
H 27.5069 17.7066 33.6783
H 28.1678 14.1514 36.3700
H 20.5530 2.4266 32.6961
H 16.0710 26.6191 23.4322
H 24.9508 10.7178 35.9311
H 27.1664 13.0189 34.2891
H 18.5811 30.7542 27.4590
H 18.8619 4.0101 32.5447
H 6.2967 20.1071 20.3158
H 13.9095 4.4781 28.0652
H 36.4488 15.5609 23.9323
H 28.7701 15.2743 32.4746
H 26.0974 1.6054 14.7345
H 7.4900 23.0382 18.1997
H 24.6112 25.8223 20.7771
H 6.7191 17.8766 18.8231
H 32.6843 13.8808 30.9413
H 30.8982 0.1202 10.7846
H 21.9884 25.5068 27.3097
H 19.3448 28.5038 19.9919
H 29.9819 17.3992 39.9239
H 20.3458 1.7668 31.0270
H 35.0695 12.4069 19.9322
H 26.9816 11.8928 19.8884
H 17.5994 28.8495 22.0516
H 25.3198 22.9722 18.2216
H 15.8501 6.1664 27.2756
H 38.4596 16.1132 24.4706
H 31.0465 12.4727 34.0958
H 18.5259 1.3512 33.5347
H 14.8984 4.4111 29.4654
H 29.4620 14.3923 19.5918
H 16.6986 5.2796 30.6539
H 29.6288 17.5772 31.5162
H 31.9984 0.0399 12.2562
H 28.4589 23.7185 22.8503
H 19.6256 28.3174 23.1813
H 36.3784 13.9183 19.3966
H 32.2206 13.6938 35.7310
H 31.7380 15.2611 32.9493
H 31.8015 17.3520 40.2910
H 27.0001 17.0335 32.0812
H 30.1481 2.8296 11.3978
H 19.5092 25.6283 26.1377
H 24.1400 11.8091 20.0159
H 29.0024 4.4967 16.1869
H 26.3631 12.5656 36.8338
H 29.5053 13.6058 30.8231
H 39.0062 17.6003 20.4739
H 29.9373 13.0811 32.9738
H 7.4208 17.7440 16.1742
H 19.3786 8.4421 26.9739
H 21.6291 24.1372 26.3006
H 18.6592 29.7364 25.1662
H 18.3223 0.5563 31.8523
H 17.0668 29.0628 19.5217
H 33.9008 13.7137 20.1580
H 32.7593 13.7895 33.2425
H 16.2673 31.4816 27.1581
H 19.4902 0.2296 32.6939
H 30.6545 13.8672 29.5556
H 24.4594 15.0083 18.3345
H 15.7851 4.4994 26.8066
H 30.2655 15.2654 30.7519
H 23.2998 24.7108 26.8080
H 30.2313 16.4694 33.9603
H 18.0477 5.2089 27.7948
H 26.9164 16.0922 18.9136
H 20.9434 7.1683 34.9204
H 13.0549 21.0899 25.1536
H 15.6788 29.9041 27.0493
H 20.9068 6.7035 29.3563
H 13.3118 19.1798 25.2028
H 20.7432 4.4323 30.8040
H 29.0001 0.4581 15.5306
H 20.8950 8.8278 27.7469
H 12.8353 19.4466 27.0825
H 24.9127 24.6689 18.3881
H 23.9323 5.3654 17.1416
H 34.7966 13.9034 23.1583
H 26.0052 10.5150 34.5418
H 21.0548 27.3836 26.2044
H 24.3009 4.1831 18.3617
H 16.4698 30.7415 25.5885
H 19.9904 11.0156 28.4638
H 25.2177 5.6966 18.3436
H 9.6658 22.4636 19.2004
H 27.8524 21.9927 22.6679
H 8.8666 17.3934 17.1213
H 20.9613 27.5500 24.4420
H 26.4200 22.1424 20.2736
H 17.2456 3.8326 28.7243
H 39.9358 17.9405 25.2202
H 14.4759 18.6485 26.8206
H 23.2410 26.5807 25.2601
H 19.4798 28.7889 26.3573
H 15.4903 25.4946 25.5581
H 18.3644 10.5478 28.0214
H 8.9178 23.4872 20.3656
H 32.4057 18.3739 38.0664
H 19.4775 9.4051 33.3233
H 17.7475 29.3390 28.0440
H 27.3779 11.0396 36.6064
H 29.3256 12.1812 20.7017

Values from the calculation:
E_HOMO = -11.18 eV
E = -7984.2018 a.u.
Charge = +7
Lowest unoccupied orbital energy = -10.216 eV
2S+1 = 1
Frontier orbital gap = 0.96 eV

---

Record 2
The following is a quantum chemistry calculation of C4H5NO2S in the gas phase in a non-equilibrium geometry, from the Open Molecules 2025 dataset.

Geometry (Å):
S 1.7228 0.1205 0.6186
O -1.5635 1.3417 1.7046
O -0.4890 -1.6850 0.3080
N 0.5065 1.2065 1.0506
C 1.0987 -0.3263 -0.9735
C -0.8076 0.7318 1.0206
C -0.1680 -0.9690 -0.8982
C -1.1380 -0.4082 0.0688
H 0.8480 0.7468 -1.1507
H 0.8374 1.9281 1.9959
H -0.4511 -1.1457 -1.9549
H -2.2157 -0.6020 -0.2361
H 1.8196 -0.9392 -1.5537

Values from the calculation:
Energy above the lowest of the compared OMol25 structures with the same formula, charge and spin = 4.228 eV
E_HOMO = -8.36 eV
E = -758.7248 a.u.
Lowest unoccupied orbital energy = 0.519 eV
2S+1 = 1
SMILES string = O=C1NSC[C@H]2O[C@@H]12
Frontier orbital gap = 8.88 eV

---

Record 3
The following is a quantum chemistry calculation of an isolated ion of composition CH5NOP and charge -1 in a non-equilibrium geometry, from the Open Molecules 2025 dataset.

Geometry (Å):
P -1.5958 -0.2956 0.1602
O -0.6876 1.4719 0.0837
N 0.0477 0.3339 -0.4264
C 1.2689 0.0692 0.2862
H -2.2655 0.1137 -0.9936
H 2.0826 0.5674 -0.2639
H 1.4620 -1.0085 0.2788
H 1.2751 0.4358 1.3155
H -1.5872 -1.6878 -0.4405

Values from the calculation:
Energy above the lowest of the compared OMol25 structures with the same formula, charge and spin = 3.136 eV
E_HOMO = -2.25 eV
E = -512.3498 a.u.
Charge = -1
Lowest unoccupied orbital energy = 4.747 eV
2S+1 = 1
Frontier orbital gap = 7.00 eV

---

Record 4
The following is a quantum chemistry calculation of C5H5N as an isolated structure in a non-equilibrium geometry, from the Open Molecules 2025 dataset.

Geometry (Å):
N 0.6806 0.8598 -1.3474
C 0.3961 -1.2546 0.0010
C -0.8532 0.7201 0.5247
C -0.3483 1.3181 -0.6151
C -0.3941 -0.5263 0.9265
C 0.8233 -0.4877 -1.2129
H 2.0151 -0.8414 -0.4852
H -0.7051 2.2834 -0.9602
H -1.5884 1.2456 1.1232
H 0.7044 -2.2796 0.2245
H -0.7304 -1.0373 1.8208

Values from the calculation:
Energy above the lowest of the compared OMol25 structures with the same formula, charge and spin = 4.089 eV
E_HOMO (alpha / beta) = -8.43 / -8.43 eV
E = -248.1248 a.u.
Lowest unoccupied orbital energy (alpha / beta) = -0.056 / -0.056 eV
2S+1 = 1
Frontier orbital gap (alpha / beta) = 8.38 / 8.38 eV

---

Please write out number 2 again, unchanged.
The following is a quantum chemistry calculation of C4H5NO2S in the gas phase in a non-equilibrium geometry, from the Open Molecules 2025 dataset.

Geometry (Å):
S 1.7228 0.1205 0.6186
O -1.5635 1.3417 1.7046
O -0.4890 -1.6850 0.3080
N 0.5065 1.2065 1.0506
C 1.0987 -0.3263 -0.9735
C -0.8076 0.7318 1.0206
C -0.1680 -0.9690 -0.8982
C -1.1380 -0.4082 0.0688
H 0.8480 0.7468 -1.1507
H 0.8374 1.9281 1.9959
H -0.4511 -1.1457 -1.9549
H -2.2157 -0.6020 -0.2361
H 1.8196 -0.9392 -1.5537

Values from the calculation:
Energy above the lowest of the compared OMol25 structures with the same formula, charge and spin = 4.228 eV
E_HOMO = -8.36 eV
E = -758.7248 a.u.
Lowest unoccupied orbital energy = 0.519 eV
2S+1 = 1
SMILES string = O=C1NSC[C@H]2O[C@@H]12
Frontier orbital gap = 8.88 eV